# 1
A molecular structure, C15H13AuClN3Se2 in a non-equilibrium geometry, computed with ωB97M-V with the def2-TZVPD basis set.

Last column: natural (NBO) charge in e.
Cartesian coordinates (Å):
Au1 0.390 -0.963 -0.110  0.88
Se1 -3.090 0.044 -0.429  0.71
Se2 -2.123 -0.512 -2.431  0.41
C1 -1.615 -2.348 -2.036  0.02
C2 -2.285 -3.398 -2.639  -0.22
C3 -1.841 -4.694 -2.407  -0.10
C4 -0.748 -4.875 -1.573  -0.20
C5 -0.145 -3.766 -1.000  0.08
N1 -0.562 -2.521 -1.234  -0.52
C6 -1.971 1.599 -0.162  -0.02
C7 -2.539 2.807 0.211  -0.22
C8 -1.707 3.916 0.306  -0.13
C9 -0.362 3.761 0.010  -0.19
C10 0.103 2.506 -0.356  0.06
N2 -0.681 1.443 -0.428  -0.49
H1 -3.141 -3.202 -3.271  0.26
H2 -2.338 -5.536 -2.866  0.26
H3 -0.364 -5.859 -1.357  0.27
H4 0.698 -3.881 -0.335  0.24
H5 -3.602 2.875 0.395  0.25
H6 -2.111 4.878 0.582  0.26
H7 0.320 4.595 0.042  0.26
H8 1.139 2.346 -0.614  0.22
Cl1 -1.544 -1.234 1.516  -0.29
C11 3.493 1.781 2.433  -0.11
C12 2.227 1.520 2.934  -0.23
C13 1.368 0.721 2.201  0.05
N3 1.719 0.197 1.028  -0.54
C14 2.942 0.428 0.547  0.04
C15 3.859 1.219 1.218  -0.23
H9 4.185 2.406 2.979  0.25
H10 1.905 1.924 3.881  0.25
H11 0.380 0.481 2.564  0.23
H12 3.203 -0.042 -0.390  0.22
H13 4.837 1.383 0.793  0.26

Charge ... +2
Frontier orbital gap (alpha / beta) ... 4.70 / 4.22 eV
HOMO (alpha / beta) ... -14.9394 / -14.7387 eV
E_LUMO (alpha / beta) ... -10.236 / -10.517 eV
DFT total energy ... -167126.026 eV
Multiplicity ... 1

# 2
A molecular structure, C15H13Cl3GeN7OSTi, computed with ωB97M-V with the def2-TZVPD basis set.

Last column: Mulliken spin population.
Cartesian coordinates (Å):
Ti1 -0.691 0.713 -0.596  1.13
C1 -0.085 1.530 3.832  0.00
C2 0.594 0.398 4.257  0.00
C3 0.963 -0.559 3.336  0.00
C4 0.654 -0.376 1.985  0.03
N1 0.007 0.730 1.585  0.00
C5 -0.364 1.648 2.489  0.00
C6 0.969 -1.350 0.922  -0.05
C7 1.657 -2.535 1.189  -0.01
C8 1.887 -3.442 0.171  0.02
C9 1.431 -3.163 -1.115  -0.01
C10 0.757 -1.981 -1.372  0.05
C11 0.494 -1.043 -0.367  -0.09
H1 -0.413 2.295 4.520  0.00
H2 0.824 0.257 5.306  0.00
H3 1.474 -1.453 3.655  0.00
H4 -0.929 2.490 2.106  0.00
H5 2.013 -2.771 2.184  0.00
H6 2.411 -4.365 0.378  0.00
H7 1.594 -3.882 -1.908  0.00
H8 0.408 -1.793 -2.383  0.00
N2 1.447 1.874 -0.318  0.00
N3 2.105 2.493 -1.386  0.00
C12 1.701 2.232 -2.657  0.01
N4 2.483 2.767 -3.615  0.00
S1 0.367 1.313 -3.013  -0.01
H9 1.268 2.559 0.408  0.00
H10 2.010 1.112 0.052  0.00
H11 3.057 2.787 -1.231  0.00
H12 3.126 3.512 -3.407  0.00
H13 2.167 2.679 -4.565  0.00
O1 -1.957 0.088 -1.888  0.22
N5 -2.494 -0.801 -2.688  0.81
C13 -3.235 -1.802 -2.021  0.41
C14 -2.650 -3.064 -1.792  0.00
N6 -2.179 -4.103 -1.613  0.25
C15 -4.582 -1.546 -1.713  0.00
N7 -5.680 -1.286 -1.467  0.24
Cl1 -2.740 0.037 0.904  0.00
Ge1 -3.936 1.911 0.103  0.01
Cl2 -1.762 3.027 -0.372  0.00
Cl3 -4.170 2.865 2.103  0.00

Charge ... 0
Frontier orbital gap (alpha / beta) ... 7.62 / 7.16 eV
HOMO (alpha / beta) ... -8.0391 / -8.8104 eV
E_LUMO (alpha / beta) ... -0.418 / -1.654 eV
Energy relative to the best compared isomer or geometry (same formula, charge and spin) ... 96.17 kJ/mol
DFT total energy ... -156278.869 eV
Multiplicity ... 4
⟨S²⟩ ... 3.776

# 3
A molecular structure, C15H13CrF3NO5, computed with ωB97M-V with the def2-TZVPD basis set.

Last column: Mulliken spin population.
Cartesian coordinates (Å):
Cr1 0.503 -0.545 0.044  1.02
O1 0.306 0.913 -3.813  0.00
C1 0.274 0.860 -2.581  -0.01
O2 0.792 -0.070 -1.873  -0.02
C2 -0.357 2.057 -1.846  0.00
C3 0.429 2.611 -0.637  0.00
C4 0.089 4.099 -0.482  0.00
C5 -1.380 4.005 0.008  0.00
C6 -1.550 2.480 0.161  0.00
O3 -0.234 2.060 0.507  -0.02
C7 -1.767 1.828 -1.216  0.01
C8 -2.250 0.371 -1.043  -0.01
O4 -3.386 0.102 -1.444  0.00
O5 -1.480 -0.423 -0.415  -0.03
H1 -0.441 2.835 -2.606  0.00
H2 1.483 2.344 -0.597  0.00
H3 0.729 4.546 0.280  0.00
H4 0.200 4.659 -1.411  0.00
H5 -1.513 4.510 0.966  0.00
H6 -2.097 4.423 -0.703  0.00
H7 -2.249 2.154 0.930  0.00
H8 -2.535 2.353 -1.786  0.00
F1 -0.914 -2.987 0.912  0.00
C9 -0.064 -2.010 1.407  0.00
F2 0.964 -2.768 1.964  0.00
F3 -0.743 -1.555 2.540  0.00
N1 1.867 -0.012 0.919  0.04
C10 2.402 0.879 1.763  -0.03
C11 3.616 1.555 1.459  0.01
C12 4.165 2.482 2.326  0.00
C13 3.550 2.789 3.538  0.00
C14 2.358 2.135 3.857  0.00
C15 1.795 1.207 3.005  0.01
H9 4.101 1.322 0.517  0.00
H10 5.092 2.979 2.049  0.00
H11 3.984 3.517 4.214  0.00
H12 1.856 2.359 4.794  0.00
H13 0.866 0.707 3.255  0.01

Charge ... -2
Frontier orbital gap (alpha / beta) ... 6.09 / 6.03 eV
HOMO (alpha / beta) ... -0.8869 / -0.8264 eV
E_LUMO (alpha / beta) ... 5.205 / 5.202 eV
Energy relative to the best compared isomer or geometry (same formula, charge and spin) ... 29.08 kJ/mol
DFT total energy ... -64068.475 eV
Multiplicity ... 2
⟨S²⟩ ... 1.009